Entry 1:
The following is a quantum chemistry calculation of CHBr4O2P as an isolated structure in a non-equilibrium geometry, from the Open Molecules 2025 dataset.

Each line ends with the natural charge from an NBO analysis.
Element x y z (Å)
Br1 0.669 -1.405 -3.788  0.104
Br2 -2.004 -3.007 -2.432  0.040
Br3 -3.458 0.598 -0.564  -0.159
Br4 -2.089 -0.145 -3.909  0.044
C1 -0.971 -1.304 -2.774  0.042
P1 -1.392 0.723 -0.925  1.239
O1 -0.762 0.361 0.580  -0.981
O2 -0.815 -0.844 -1.530  -0.836
H1 0.242 0.320 0.447  0.507

Properties
**LUMO energy**: -0.39 eV
**E_HOMO**: -9.80 eV
**HOMO-LUMO gap**: 9.410 eV
**Electronic energy**: -10826.62087 Ha
**Energy above the lowest of the compared OMol25 structures with the same formula, charge and spin**: 26.3 kcal per mole

=====

Entry 2:
The following is a quantum chemistry calculation of a single C3H8N2OS molecule in a non-equilibrium geometry, from the Open Molecules 2025 dataset.

Each line ends with the natural charge from an NBO analysis.
Element x y z (Å)
N1 0.293 -0.188 0.251  -0.587
H1 2.416 0.652 -0.707  0.232
N2 -1.837 -1.125 -0.317  -0.199
H2 3.837 -0.582 -0.158  0.226
C1 -0.606 -1.078 -0.227  0.189
H3 -3.676 -0.411 -0.108  0.481
H4 -0.044 -1.887 -0.629  0.181
H5 1.716 -0.129 1.728  0.229
H6 -0.176 2.242 1.295  0.141
O1 -2.748 -0.035 0.247  -0.599
H7 1.817 -1.681 1.142  0.202
H8 2.467 -0.982 -1.270  0.216
C2 1.792 -0.606 0.729  -0.216
C3 2.843 -0.439 -0.442  -0.636
S1 0.016 1.561 -0.198  0.139

Properties
**SMILES**: CCN(S)/C=N\O
**LUMO energy**: 0.39 eV
**E_HOMO**: -8.71 eV
**HOMO-LUMO gap**: 9.107 eV
**Electronic energy**: -701.84364 Ha
**Energy above the lowest of the compared OMol25 structures with the same formula, charge and spin**: 146.8 kcal per mole